Record 1
78
Properties=species:S:1:pos:R:3:forces:R:3 method="wB97M-V/def2-TZVPD" e_tot_ev=-155031.8479 spin_multiplicity=1 total_charge=-1 orbital_gap_ev=5.13 lumo_energy_ev=0.1
C 0.071072 1.597443 3.743979 1.24 -0.15 0.00
C 0.854694 2.903208 3.369465 -0.94 -0.43 0.69
C 0.219889 3.755479 2.235479 1.74 1.34 0.53
C 0.784834 5.230541 2.382797 -0.20 -0.12 0.24
C 0.444282 3.201464 0.793784 -3.07 -0.45 0.40
Br 2.429015 3.018807 0.481666 -0.06 -0.06 -0.12
O -0.263810 2.022707 0.791769 1.63 1.55 -0.04
P -0.851967 1.539095 -0.815519 1.23 -0.64 1.23
C -2.556189 1.499329 0.045425 -0.47 0.50 -0.24
C -3.478182 2.723407 -0.224326 -0.98 -0.67 0.36
N -4.752524 2.549079 0.566987 0.63 0.31 0.41
C -1.445946 1.064621 -2.566724 -0.32 -0.37 -1.52
Cl -3.191044 0.716619 -2.906795 0.85 0.16 0.50
C -0.650354 0.984097 -3.651241 0.06 0.29 0.63
C 0.846989 1.283075 -3.632575 0.09 0.27 -1.02
Cl -1.293346 0.541956 -5.268522 0.55 0.18 0.78
C -0.309857 -0.266146 -0.280910 -1.77 -0.43 -0.42
F -0.364526 -0.312139 1.142894 0.31 -0.74 -0.52
C -1.203119 -1.428514 -0.784091 0.31 -1.07 -0.09
C -0.585577 -2.229101 -1.987627 -0.11 -0.17 1.04
O -0.953423 3.241765 -1.267988 -0.08 0.87 1.08
C -0.359980 4.074162 -0.307302 1.18 0.35 0.31
C 0.345089 5.259752 -0.990737 -1.09 0.52 -0.58
O 1.399481 4.875549 -1.911155 -0.01 0.26 0.69
N 2.398117 5.820347 -1.798728 0.76 -0.56 -0.09
O 3.418269 5.431301 -2.249183 -0.66 0.30 -0.06
H 0.577988 0.749287 3.241389 -0.72 0.37 0.08
H 0.224492 1.416732 4.830699 -0.40 0.09 -0.53
H -0.999012 1.617326 3.478268 0.51 0.02 0.14
H 1.911642 2.627400 3.203264 -0.48 0.35 -0.23
H 0.848466 3.542674 4.281612 0.00 -0.23 -0.59
H -0.868630 3.818479 2.439495 0.49 -0.34 -0.45
H 1.329790 5.361658 3.341154 -0.30 -0.19 -0.52
H 1.504821 5.488166 1.586540 -0.43 -0.07 0.34
H -0.052979 5.958207 2.416500 0.52 -0.25 -0.30
H 0.533787 1.703154 -1.150208 -0.37 -0.35 -0.83
H -3.150191 0.587855 -0.164346 0.37 0.42 -0.13
H -2.373763 1.494335 1.139091 0.08 -0.14 -0.65
H -3.794460 2.836595 -1.274971 0.51 -0.14 0.39
H -3.062835 3.689287 0.111559 0.06 -0.53 -0.24
H -4.469667 2.740194 1.534141 -0.37 -0.12 -0.25
H -5.007662 1.559308 0.580902 0.10 0.26 -0.20
H 1.105511 2.159360 -3.010604 -0.31 -0.64 -0.10
H 1.158160 1.551125 -4.666453 -0.19 -0.28 0.56
H 1.443949 0.400303 -3.333898 -0.30 0.43 0.01
H 0.728766 -0.450833 -0.628050 -0.31 0.24 0.51
H -2.246575 -1.160843 -1.029898 0.58 0.27 0.15
H -1.266941 -2.167619 0.049795 -0.06 0.52 -0.38
H -0.144514 -1.563942 -2.749295 -0.29 -0.44 0.20
H 0.191089 -2.895827 -1.546153 -0.13 0.49 -0.53
H -1.345093 -2.915718 -2.418029 0.39 0.58 -0.03
H -1.083713 4.598250 0.373154 -0.06 -0.41 -0.61
H -0.432558 5.779654 -1.598409 0.37 -0.44 0.29
H 0.712793 6.025605 -0.282414 0.04 -0.70 -0.24
C 0.408497 -6.024984 -0.943887 0.10 0.09 -0.18
C 0.363175 -6.996159 -1.855300 -0.04 0.08 0.12
C -0.808404 -7.893975 -1.967557 0.10 -0.11 -0.18
O -0.850431 -8.781792 -2.796536 -0.04 0.06 0.10
C -1.933188 -7.671002 -1.027300 -0.08 0.07 0.12
C -1.890756 -6.701983 -0.116041 -0.13 -0.09 -0.01
C -0.716688 -5.804857 -0.005803 0.02 0.09 -0.02
O -0.679654 -4.918461 0.826522 -0.38 -0.35 -0.12
H 1.262715 -5.355887 -0.844148 -0.27 -0.24 -0.01
H 1.174086 -7.173614 -2.550467 -0.02 -0.01 -0.02
H -2.781513 -8.336728 -1.125220 0.02 -0.01 -0.04
H -2.701758 -6.524071 0.579285 0.02 0.04 0.00
C 4.182686 -1.791260 1.545317 0.11 -0.04 -0.12
C 4.143305 -2.766859 0.641506 0.13 0.06 -0.01
C 2.976763 -3.671437 0.542308 -0.08 0.04 0.01
O 2.942347 -4.564129 -0.289091 0.36 0.24 0.13
C 1.856002 -3.455051 1.482360 -0.06 -0.10 0.15
C 1.895446 -2.480036 2.389788 0.02 -0.04 -0.07
C 3.061918 -1.568929 2.491735 -0.17 0.27 0.17
O 3.105382 -0.674561 3.311984 0.05 -0.24 -0.10
H 5.025550 -1.117223 1.632272 -0.04 0.04 0.02
H 4.951575 -2.941775 -0.057838 -0.03 -0.02 -0.02
H 1.005654 -4.128217 1.387287 0.30 0.30 0.02
H 1.082744 -2.305083 3.083168 0.00 0.07 -0.03

Record 2
15
Properties=species:S:1:pos:R:3:forces:R:3 method="wB97M-V/def2-TZVPD" e_tot_ev=-9404.5519 spin_multiplicity=1 orbital_gap_ev=9.04 lumo_energy_ev=0.8 relative_energy_kcal_mol=121.8
O 1.833602 0.329753 1.597143 0.11 -0.30 0.06
C 0.864219 0.978398 0.275967 -0.09 0.08 -0.02
C 0.723531 -0.069899 -0.822669 0.06 -0.05 -0.09
C -0.672076 -0.352239 -0.235806 0.03 0.16 -0.08
C -1.876451 -0.758374 -0.952236 -0.19 0.15 -0.20
O -1.193958 -1.658848 -0.077488 0.04 -0.20 0.14
C -0.410213 0.634902 0.860820 -0.19 0.20 -0.11
H 2.319128 -0.470988 1.331770 -0.04 0.19 0.08
H 1.365665 1.937150 0.171538 -0.09 -0.17 0.02
H 1.425224 -0.910986 -0.808862 -0.11 0.14 0.02
H 0.717457 0.372798 -1.824081 -0.01 -0.07 0.13
H -2.852484 -0.419593 -0.602689 0.16 -0.05 -0.01
H -1.830566 -1.010227 -2.012879 0.02 0.02 0.15
H 0.701754 0.088725 1.759402 0.20 0.02 -0.02
H -1.114833 1.309429 1.340070 0.09 -0.12 -0.07

Record 3
63
Properties=species:S:1:pos:R:3:forces:R:3 method="wB97M-V/def2-TZVPD" e_tot_ev=-38519.4386 spin_multiplicity=1 total_charge=+1 orbital_gap_ev=6.85 lumo_energy_ev=-4.2
C -6.165089 1.762926 0.948936 0.96 0.56 0.33
C -4.883891 1.522401 1.290620 -0.61 -0.68 -0.64
C -3.926526 0.971814 0.211574 0.26 0.45 0.20
N -2.557870 1.553744 0.428468 1.19 0.46 0.70
H -6.909293 2.094601 1.662785 0.16 -0.10 0.16
H -6.520830 1.772470 -0.086057 0.32 -0.35 0.27
H -4.490503 1.575496 2.337684 -0.56 -0.08 -1.03
H -3.843546 -0.146894 0.250376 -0.08 1.06 -0.14
H -4.252557 1.320168 -0.801396 0.11 -0.58 0.77
H -2.579341 2.489557 0.840242 -0.27 -0.39 0.18
H -1.886147 1.003447 0.941823 -0.56 -0.38 0.89
C 4.641422 -1.742015 -1.064084 0.30 0.40 -0.17
N 3.241559 -1.727648 -0.727609 -0.28 -0.81 0.39
C 2.616489 -2.860021 -0.264335 0.38 -0.92 0.26
O 3.130010 -3.966182 -0.109608 -0.90 1.83 -0.30
C 1.146670 -2.467238 0.030892 0.47 -1.03 -0.20
C 0.728778 -2.719595 1.477395 0.17 0.14 0.28
C 0.695739 -4.180849 1.832802 -0.14 -0.02 0.13
C 1.402763 -4.613029 2.955540 0.00 -0.30 -0.38
C 1.483333 -5.977437 3.234968 -0.33 -0.01 -0.34
C 0.822679 -6.893443 2.398897 0.05 0.24 0.13
C 0.046647 -6.444891 1.322967 -0.01 0.21 0.03
C -0.031243 -5.078214 1.044311 0.42 -0.15 0.39
N 1.149806 -1.071898 -0.300536 -2.26 1.94 -0.16
C 0.001261 -0.322388 -0.286511 2.03 -0.66 0.47
C 0.009683 1.034974 -0.478512 -0.40 0.33 0.00
C -1.194179 1.784228 -0.828770 -2.30 -2.16 -1.00
C -1.172154 3.242622 -0.987151 -0.46 1.40 -0.73
C -2.409547 3.960419 -1.055828 1.01 0.56 0.15
C -2.419344 5.334873 -1.319525 0.95 -0.07 -0.15
C -1.177154 5.960124 -1.548736 -0.27 -2.05 0.01
N -1.088201 7.297051 -2.015317 1.24 4.01 -1.12
O 0.082836 7.663861 -2.309439 -2.67 -0.22 0.42
O -2.080515 8.047055 -2.113994 1.66 -2.10 0.39
C 0.044883 5.270288 -1.510977 -0.82 0.02 0.06
C 0.043738 3.923553 -1.214644 -0.62 -0.60 0.50
C 2.443518 -0.509681 -0.709113 0.36 -0.30 -0.05
C 2.994383 0.470481 0.345463 0.15 -0.06 0.24
C 2.399829 0.091736 -2.119275 -0.02 -0.10 -0.25
H 5.019516 -2.757216 -0.968270 -0.13 0.03 0.03
H 4.794043 -1.392598 -2.087123 0.02 -0.10 -0.01
H 5.201743 -1.083703 -0.398595 0.09 -0.07 0.05
H 0.496898 -3.037129 -0.657293 0.26 0.22 0.18
H 1.448865 -2.196643 2.127852 -0.29 -0.10 -0.10
H -0.261312 -2.270673 1.649703 0.17 0.00 -0.07
H 1.918512 -3.865494 3.564964 -0.09 -0.38 -0.13
H 2.062501 -6.315189 4.092497 -0.15 -0.03 -0.23
H 0.911244 -7.963346 2.592792 -0.06 0.32 -0.03
H -0.497686 -7.148373 0.687688 0.25 0.15 0.29
H -0.617983 -4.693150 0.205504 0.14 -0.32 0.22
H -0.867607 -0.849046 0.097443 -0.19 -0.28 -0.72
H 1.030041 1.455192 -0.388992 -1.67 0.40 -0.40
H -1.990316 1.242304 -1.498879 2.31 1.11 0.38
H -3.368300 3.490888 -0.843603 0.25 -0.07 -0.25
H -3.338550 5.915298 -1.403211 0.28 -0.20 0.09
H 0.950260 5.797696 -1.770484 -0.05 -0.08 0.18
H 0.990028 3.389197 -1.136383 -0.29 0.15 -0.21
H 3.162784 -0.062268 1.295722 0.16 0.14 -0.42
H 3.921368 0.923414 -0.031901 -0.17 -0.21 0.29
H 2.311432 1.289245 0.589093 0.32 -0.18 -0.06
H 2.192855 -0.702166 -2.854452 0.15 0.26 0.27
H 1.623540 0.851707 -2.228605 0.26 -0.11 -0.01
H 3.368022 0.555590 -2.339807 -0.21 -0.14 -0.05